C6H12O | ωB97M-V/def2-TZVPD

Cartesian coordinates (Å):
C (2.064, 0.314, -0.444)
C (1.034, -0.139, 0.595)
C (-0.423, -0.296, 0.094)
C (-0.570, -1.233, -1.084)
C (-1.440, -0.276, 1.205)
C (-1.374, 0.871, 0.229)
O (-0.801, 2.102, 0.583)
H (1.780, 1.282, -0.868)
H (2.159, -0.405, -1.266)
H (3.062, 0.428, 0.001)
H (1.074, 0.542, 1.453)
H (1.357, -1.118, 0.991)
H (-0.055, -0.818, -1.961)
H (-0.155, -2.229, -0.888)
H (-1.628, -1.328, -1.338)
H (-1.121, -0.066, 2.221)
H (-2.278, -0.965, 1.099)
H (-2.304, 1.013, -0.348)
H (-0.388, 2.333, -0.262)

Calculated values
lowest unoccupied orbital energy = 0.03422 hartree
energy relative to the best compared isomer or geometry (same formula, charge and spin) = 130.5 kJ/mol
structure (SMILES) = CC[C@@]1(C)C[C@H]1O
orbital gap = 0.3843 Eh
spin multiplicity = 1
strongest force on any atom = 0.92 eV/A